1.
Computed, not measured: a structure of composition C11H10N4O5S4SbY, with wB97M-V/def2-TZVPD.

Summary:
- total charge = -2
- E_HOMO (eV) = -1.8
- F_max (eV Å⁻¹) = 0.45
- lowest unoccupied orbital energy (eV) = 4.13
- gap between HOMO and LUMO (eV) = 5.935

```
36
C11H10N4O5S4SbY (wB97M-V/def2-TZVPD)
Y 1.02457 -1.79266 0.13769
O 3.13924 1.37478 2.48744
C 2.32620 0.57458 2.03236
O 2.53022 -0.36607 1.20139
C 0.86964 0.68025 2.49222
C 0.47778 1.55735 3.49238
C -0.85124 1.56551 3.87594
C -1.73818 0.69723 3.25507
C -1.26631 -0.14856 2.26302
N 0.01408 -0.14015 1.88467
H 1.22738 2.19508 3.93886
H -1.19570 2.23238 4.65826
H -2.78157 0.65914 3.53773
H -1.92077 -0.86299 1.76577
S -3.26763 -2.55836 0.40886
Sb -1.51623 -4.06779 0.18864
S 0.08380 -3.56469 1.88592
S -0.29846 -3.27401 -1.67958
S -1.92291 -6.30765 0.09398
N -1.35269 3.03541 -3.87018
C -0.90906 2.06363 -2.97047
C 0.37465 2.11664 -2.43454
C 0.76442 1.14289 -1.53470
N -0.04221 0.15360 -1.15071
C -1.27926 0.10309 -1.65293
C -1.75272 1.03775 -2.55210
H -0.61128 3.46229 -4.40415
H -2.10208 2.71838 -4.46600
H 1.06869 2.89609 -2.72380
H 1.76369 1.14055 -1.11431
H -1.89268 -0.73069 -1.31863
H -2.76137 0.95339 -2.93553
O 3.06489 -2.90851 -0.30145
N 3.47903 -2.13883 -1.20842
O 4.58455 -2.25077 -1.69603
O 2.66953 -1.24823 -1.58668
```

2.
Computed, not measured: a cluster of 2 separate species, C11H10N6O5S in total in a non-equilibrium geometry, with wB97M-V/def2-TZVPD.

Summary:
- total charge = 0
- E_HOMO (eV) = -9.1
- F_max (eV Å⁻¹) = 3.50
- lowest unoccupied orbital energy (eV) = -1.80
- gap between HOMO and LUMO (eV) = 7.299
- structure (SMILES) = O=[N+]([O-])c1cc([N+](=O)[O-])c2nonc2c1.C1CN2CCSC2=N1

```
33
C11H10N6O5S (wB97M-V/def2-TZVPD)
C -2.40520 -0.06224 1.91707
C -1.73788 -1.43039 1.97818
N -0.34426 -1.07694 1.86658
C 0.77777 -1.98106 1.94896
C 2.01018 -1.09737 1.79083
S 1.50766 0.67201 1.81852
C -0.17727 0.26591 1.85580
N -1.32701 0.91228 1.87111
H -3.02539 0.02593 1.02532
H -3.04062 0.11570 2.78232
H -1.91102 -1.93747 2.93835
H -2.00895 -2.08304 1.13919
H 0.75854 -2.49990 2.91944
H 0.69204 -2.72517 1.14725
H 2.73617 -1.27006 2.59613
H 2.49414 -1.29306 0.82345
O 1.29569 7.15370 -0.31659
N 1.26626 6.72026 0.85049
O 1.99678 7.18532 1.75835
C 0.40445 5.62515 1.23699
C 0.45031 5.13532 2.53805
C -0.31654 3.99350 2.88903
N -0.39674 3.61133 4.28177
O 0.27513 4.26402 5.10870
O -1.16465 2.68387 4.61288
C -1.06559 3.26414 1.96854
C -1.16960 3.76080 0.66389
N -2.02106 3.40094 -0.34145
O -1.82019 4.41686 -1.30930
N -0.86414 5.34556 -0.94060
C -0.44428 4.92723 0.27780
H 1.04641 5.63062 3.30465
H -1.52903 2.28058 2.23624
```

3.
Computed, not measured: the ion C11H10NO3 with charge -1 in a non-equilibrium geometry, with wB97M-V/def2-TZVPD.

Summary:
- total charge = -1
- E_HOMO (eV) = -5.0
- F_max (eV Å⁻¹) = 3.40
- lowest unoccupied orbital energy (eV) = 3.31
- gap between HOMO and LUMO (eV) = 8.332
- structure (SMILES) = CC[C@@]1(c2ccccc2)OC([O-])=NC1=O

```
25
C11H10NO3 (wB97M-V/def2-TZVPD)
C -3.31502 0.10269 -0.37360
C -2.58966 1.23766 -0.15706
C -2.63730 -1.10488 -0.43749
C -1.21081 1.16546 0.09990
C -1.29308 -1.18851 -0.22389
C -0.54149 -0.06934 0.15076
C 1.06491 0.00966 1.98297
C 1.83141 -1.95065 1.54528
C 0.91510 -0.24482 0.42965
C 1.84614 0.87396 -1.74283
C 1.78738 0.86057 -0.21057
N 1.63774 -1.06554 2.49004
O 0.81698 1.09535 2.47662
O 2.30464 -3.05624 1.64621
O 1.41075 -1.54960 0.24516
H -4.39463 0.07792 -0.68879
H -2.90161 2.28291 -0.26174
H -3.29203 -1.99811 -0.80819
H -0.71787 2.07984 0.26068
H -0.75647 -2.11549 -0.17412
H 1.83433 -0.27547 -2.00582
H 2.79257 1.27583 -2.18551
H 1.10859 1.25902 -2.42996
H 1.59060 1.82627 0.25847
H 2.70884 0.47153 0.11383
```

4.
Computed, not measured: the molecule C11H10O in a non-equilibrium geometry, with wB97M-V/def2-TZVPD.

Summary:
- total charge = 0
- expectation value of S² = 2.03
- E_HOMO (alpha / beta) (eV) = -4.5 / -8.8
- F_max (eV Å⁻¹) = 6.39
- lowest unoccupied orbital energy (alpha / beta) (eV) = 0.93 / -1.68
- gap between HOMO and LUMO (alpha / beta) (eV) = 5.444 / 7.128
- spin multiplicity = 3

```
22
C11H10O (wB97M-V/def2-TZVPD)
C 1.10184 -2.36188 0.17006
C 1.88041 -1.25488 0.26266
C -0.29334 -2.24917 -0.06252
C 1.31271 -0.01740 0.02250
C -0.95115 -1.00150 -0.01486
C -0.09867 0.12594 -0.05401
C -1.75447 1.54300 0.17254
C 1.86837 1.33183 -0.32747
C -2.52850 -0.89209 -0.10368
C 0.77966 2.31167 0.18856
C -0.41520 1.50418 0.05894
O -2.74455 0.58306 0.08655
H 1.51739 -3.30920 0.26935
H 3.03427 -1.36806 0.30018
H -0.83591 -3.20956 -0.15679
H -2.38321 2.39010 0.13243
H 2.95157 1.52351 0.15729
H 1.72995 1.33467 -1.41997
H -2.80191 -1.24922 -1.09196
H -3.07037 -1.42866 0.63680
H 0.96474 2.50732 1.26586
H 0.73640 3.18633 -0.49246
```

5.
Computed, not measured: a cluster of 49 separate species, C11H113FNO50PS in total in a non-equilibrium geometry, with wB97M-V/def2-TZVPD.

Summary:
- total charge = 0
- E_HOMO (eV) = -8.0
- F_max (eV Å⁻¹) = 6.60
- lowest unoccupied orbital energy (eV) = -0.69
- gap between HOMO and LUMO (eV) = 7.322

```
178
C11H113FNO50PS (wB97M-V/def2-TZVPD)
C 0.04145 -3.02569 -1.96470
C 0.06809 -3.06803 -0.31719
P -1.62629 -2.52707 0.47954
C -2.35952 -1.19376 -0.70370
N -1.25822 -1.88844 2.08957
C -0.45439 -0.62238 2.09762
C -1.27520 0.77119 1.88786
C -0.91431 1.61792 0.53368
C 0.14968 1.20791 -0.63911
C 0.35608 2.15462 -1.97191
C -0.50317 3.53764 -2.17811
C -1.55567 3.99841 -1.00686
C -1.74637 3.04291 0.31265
S -2.59753 -1.90576 3.19183
O -2.77611 -3.34220 3.76035
O -2.48790 -0.90080 4.38215
F -4.04532 -1.55645 2.29786
H -1.06843 -3.13300 -2.34115
H 0.56694 -2.03622 -2.36836
H 0.64124 -3.92635 -2.45831
H 0.16425 -4.22310 -0.03034
H 0.98951 -2.53215 0.16685
H -2.93204 -0.32981 -0.15457
H -1.57722 -0.79985 -1.50880
H -3.18444 -1.76907 -1.34728
H 0.05900 -0.55505 3.17406
H 0.45840 -0.77921 1.34934
H -2.45206 0.67464 1.91996
H -1.00234 1.48680 2.80441
H 0.76286 0.21492 -0.56292
H 1.11431 1.80588 -2.80505
H -0.35224 4.17039 -3.16554
H -2.17888 4.97992 -1.13821
H -2.51717 3.37074 1.15716
O 2.71416 -4.25983 -3.61493
H 2.91165 -4.92755 -4.28873
H 3.56953 -4.09522 -3.19062
O -0.80918 5.34244 2.17659
H -0.52047 5.52321 3.08369
H -0.32670 5.99190 1.64349
O -0.88812 -3.82561 -5.02634
H -0.69063 -4.49333 -5.70014
H -0.03276 -3.66100 -4.60203
O 1.87319 -2.37359 2.30407
H 0.93122 -2.59131 2.36848
H 2.23723 -2.65418 3.15702
O 3.17925 2.16124 -0.47344
H 2.23728 1.94351 -0.40903
H 3.54329 1.88065 0.37952
O -4.73080 4.00545 -0.15023
H -5.42244 3.65032 -0.72848
H -5.18683 4.16497 0.68964
O 2.66346 -4.87721 3.55231
H 3.39613 -5.03704 2.93871
H 2.16306 -5.70682 3.54067
O 5.12716 -5.88246 2.57883
H 5.79727 -5.74905 3.26586
H 5.11871 -6.84179 2.44312
O 4.83020 4.83015 -1.54582
H 5.56287 4.67031 -2.15942
H 4.32980 4.00054 -1.55746
O -7.36743 2.83201 -0.91259
H -8.05908 2.47688 -1.49084
H -7.82347 2.99153 -0.07273
O 4.64919 -3.44040 5.07517
H 3.95755 -3.79553 4.49692
H 4.19316 -3.28088 5.91503
O -4.79915 1.72635 2.07852
H -4.12904 1.85976 2.76555
H -4.80760 0.76702 1.94281
O -4.72219 0.43335 -0.75145
H -5.29576 1.15240 -0.44675
H -4.99788 0.28657 -1.66864
O -1.56232 8.28929 2.62674
H -1.46790 7.33000 2.52818
H -2.23813 8.52634 1.97415
O 4.58263 -0.33363 2.05509
H 4.95906 -0.59248 2.90958
H 4.02778 -1.08773 1.80556
O 4.77013 -5.61423 -2.34990
H 5.44024 -5.48081 -1.66287
H 4.76168 -6.57355 -2.48561
O -5.06909 2.52258 5.05300
H -4.69265 2.26373 5.90749
H -5.62394 1.76848 4.80347
O -2.40829 -5.91411 -3.26536
H -2.11958 -5.73334 -2.35827
H -1.92581 -5.26465 -3.79847
O 6.34022 -6.23696 5.43318
H 5.97737 -5.38743 5.14078
H 6.93815 -5.99931 6.15760
O -3.67154 5.27024 3.39880
H -2.93888 5.11041 2.78520
H -4.17195 4.44063 3.38716
O 3.47156 -8.38212 -2.46393
H 2.77992 -8.73725 -3.04218
H 3.01553 -8.22260 -1.62406
O 7.62036 -4.91119 -3.25172
H 7.94832 -4.93323 -4.16321
H 6.73043 -4.53654 -3.33206
O -7.76782 3.41010 -3.58098
H -8.13067 4.25963 -3.87338
H -7.16989 3.64776 -2.85656
O -5.21286 4.91324 -3.97237
H -5.01537 4.24552 -4.64616
H -4.35749 5.07785 -3.54806
O -1.01192 11.13080 3.90598
H -0.34182 11.26421 4.59301
H -1.02037 10.17147 3.77027
O -4.51796 9.37053 2.21662
H -5.45992 9.15280 2.28104
H -4.15391 9.08994 3.06958
O 7.30377 -2.43806 5.03769
H 6.36180 -2.65579 5.10210
H 7.66781 -2.71865 5.89064
O 0.11649 12.05939 6.78093
H -0.46598 12.14128 7.55091
H 0.71458 12.81777 6.85806
O -6.97476 -0.08204 -2.24908
H -7.30904 0.39387 -3.02408
H -7.75964 -0.51918 -1.88622
O -0.42674 -6.28167 4.38834
H -0.78959 -5.43214 4.09594
H 0.17120 -6.04402 5.11276
O 10.49567 -5.15839 -1.60612
H 10.59009 -6.11768 -1.70468
H 9.81986 -4.92134 -2.25871
O 10.57380 -4.29310 -4.10103
H 10.90828 -3.53273 -4.59983
H 11.31283 -4.53832 -3.52441
O -7.78677 3.42079 3.30183
H -7.03876 3.00112 2.85103
H -7.39419 4.19081 3.73970
O -9.73830 5.59789 -4.39591
H -10.31187 6.31694 -4.09121
H -10.01399 5.45111 -5.31310
O 1.21588 -5.45831 -6.08222
H 1.96389 -5.87797 -6.53302
H 1.60846 -4.68829 -5.64435
O 0.66172 -6.02606 7.46425
H -0.28025 -6.24378 7.52866
H 1.02576 -6.30665 8.31720
O -8.47510 -2.70140 -1.66112
H -8.09866 -2.96025 -0.80664
H -9.02995 -3.45550 -1.91065
O 0.11775 2.09085 5.15753
H 0.85041 1.93102 4.54393
H -0.38266 1.26124 5.14589
O -3.53288 -7.57157 -0.81745
H -3.18036 -7.12507 -1.60181
H -4.05063 -6.88543 -0.37030
O 1.74149 -2.45735 -5.45235
H 1.37864 -1.60782 -5.74475
H 2.33942 -2.21969 -4.72793
O -0.03427 1.82904 -5.19784
H -0.36854 2.30495 -5.97284
H -0.81914 1.39191 -4.83498
O -2.49273 -3.39167 -7.63052
H -2.11630 -3.65052 -6.77603
H -3.04758 -4.14577 -7.88005
O -0.30837 6.64009 -1.37513
H 0.51668 6.21433 -1.65240
H -0.79336 6.77256 -2.20339
O 11.84601 -2.55645 -1.74536
H 12.57868 -2.71628 -2.35897
H 11.34561 -3.38606 -1.75700
O -2.77470 7.36024 -1.49409
H -3.13755 8.20976 -1.78649
H -2.17676 7.59789 -0.76967
O 7.38369 -3.89514 2.33040
H 7.67239 -3.71437 3.23750
H 7.86616 -3.24568 1.79729
O -0.54515 6.67583 -4.51105
H -0.21719 6.65378 -5.42254
H -1.43507 7.05048 -4.59139
O 6.31541 0.45778 -0.36314
H 5.73294 0.53967 0.40684
H 6.91350 1.21615 -0.28602
```

6.
Computed, not measured: the molecule C11H11BN2O in a non-equilibrium geometry, with wB97M-V/def2-TZVPD.

Summary:
- total charge = 0
- E_HOMO (eV) = -6.7
- F_max (eV Å⁻¹) = 6.52
- lowest unoccupied orbital energy (eV) = 0.32
- gap between HOMO and LUMO (eV) = 6.972

```
26
C11H11BN2O (wB97M-V/def2-TZVPD)
B -2.21809 -0.41113 0.07428
C 2.80214 -2.06724 -0.32228
C 1.70635 2.69273 0.18489
C 3.18478 -0.75542 -0.37173
C 2.63142 1.71477 -0.00834
C 1.51995 -2.40214 0.08659
C 0.33473 2.35335 0.31275
C 2.30182 0.32623 -0.10577
C 0.93972 0.01958 0.06331
C 0.57634 -1.42278 0.29948
C -0.05111 1.03359 0.16123
C -4.69809 0.05934 -0.28123
N -0.60292 -1.96166 0.81948
N -1.43414 0.74732 0.16565
O -3.47851 -0.65594 -0.15571
H 3.58713 -2.75259 -0.53875
H 2.15013 3.62915 0.29202
H 4.24676 -0.72862 -0.67223
H 3.64114 1.92511 -0.03023
H 1.06972 -3.47127 0.21097
H -0.51869 2.96076 0.53448
H -5.45952 -0.30251 0.38586
H -5.02915 -0.35705 -1.19936
H -4.46095 1.07499 -0.38805
H -0.96185 -2.87907 0.65197
H -1.77908 1.63053 -0.16929
```

Please write out number 2 again, unchanged.
Computed, not measured: a cluster of 2 separate species, C11H10N6O5S in total in a non-equilibrium geometry, with wB97M-V/def2-TZVPD.

Summary:
- total charge = 0
- E_HOMO (eV) = -9.1
- F_max (eV Å⁻¹) = 3.50
- lowest unoccupied orbital energy (eV) = -1.80
- gap between HOMO and LUMO (eV) = 7.299
- structure (SMILES) = O=[N+]([O-])c1cc([N+](=O)[O-])c2nonc2c1.C1CN2CCSC2=N1

```
33
C11H10N6O5S (wB97M-V/def2-TZVPD)
C -2.40520 -0.06224 1.91707
C -1.73788 -1.43039 1.97818
N -0.34426 -1.07694 1.86658
C 0.77777 -1.98106 1.94896
C 2.01018 -1.09737 1.79083
S 1.50766 0.67201 1.81852
C -0.17727 0.26591 1.85580
N -1.32701 0.91228 1.87111
H -3.02539 0.02593 1.02532
H -3.04062 0.11570 2.78232
H -1.91102 -1.93747 2.93835
H -2.00895 -2.08304 1.13919
H 0.75854 -2.49990 2.91944
H 0.69204 -2.72517 1.14725
H 2.73617 -1.27006 2.59613
H 2.49414 -1.29306 0.82345
O 1.29569 7.15370 -0.31659
N 1.26626 6.72026 0.85049
O 1.99678 7.18532 1.75835
C 0.40445 5.62515 1.23699
C 0.45031 5.13532 2.53805
C -0.31654 3.99350 2.88903
N -0.39674 3.61133 4.28177
O 0.27513 4.26402 5.10870
O -1.16465 2.68387 4.61288
C -1.06559 3.26414 1.96854
C -1.16960 3.76080 0.66389
N -2.02106 3.40094 -0.34145
O -1.82019 4.41686 -1.30930
N -0.86414 5.34556 -0.94060
C -0.44428 4.92723 0.27780
H 1.04641 5.63062 3.30465
H -1.52903 2.28058 2.23624
```